# 1
{"formula": "C35H26IrN5OS4", "method": "ωB97M-V/def2-TZVPD", "species": ["H", "N", "C", "H", "Ir", "C", "C", "C", "C", "C", "H", "C", "H", "C", "S", "H", "N", "H", "C", "C", "C", "C", "C", "C", "H", "H", "H", "C", "H", "H", "C", "H", "H", "C", "C", "H", "C", "H", "N", "H", "H", "N", "C", "S", "S", "O", "C", "C", "H", "H", "C", "C", "H", "N", "C", "C", "C", "H", "C", "C", "C", "H", "H", "C", "C", "H", "C", "S", "H", "C", "H", "C"], "coordinates": [[-5.117, 1.108, -3.776], [0.246, -1.563, 1.124], [-2.984, 1.330, -3.541], [-5.284, -0.565, -1.916], [-0.549, -0.625, -0.492], [-1.090, 4.107, -1.544], [2.524, -0.808, 1.234], [1.371, 4.689, 2.899], [1.204, -2.702, -1.716], [0.926, 3.140, 1.019], [2.852, 2.429, -4.454], [-3.179, 3.873, -0.581], [-2.861, 2.041, -4.343], [-2.441, 4.553, -1.496], [-2.242, 2.691, 0.241], [2.520, -5.701, -0.877], [-3.287, -1.433, -0.530], [2.562, -0.880, 0.154], [-0.835, 3.088, -0.678], [3.546, -0.262, 3.343], [2.663, 2.733, -3.434], [1.807, 3.428, 3.147], [2.182, -3.682, -1.512], [1.245, -0.958, 3.279], [1.806, 1.494, 2.058], [-3.886, -3.435, 1.142], [4.409, 0.065, 3.909], [-3.191, -0.510, -1.502], [4.360, 4.080, -3.070], [0.084, -6.179, -0.600], [2.346, -0.526, 3.993], [-3.251, -5.096, 2.880], [-2.836, 5.350, -2.110], [1.545, 2.539, 2.069], [-0.628, -2.526, 1.632], [-1.537, -4.345, -1.038], [-0.278, -3.506, 2.566], [3.223, -3.435, -1.666], [-1.966, 0.062, -1.797], [-0.345, 4.529, -2.205], [1.441, 5.562, 3.528], [-0.097, -2.956, -1.513], [0.430, -5.203, -0.912], [2.878, 3.842, -1.146], [0.616, 4.808, 1.361], [0.491, 1.109, -0.121], [-1.217, -4.422, 3.006], [0.514, 2.478, -0.308], [2.268, -0.381, 5.063], [0.822, 1.576, -3.030], [1.330, -1.134, 1.887], [3.462, 3.583, -2.738], [4.544, -0.155, 1.446], [-2.137, -1.644, 0.077], [1.532, 2.795, -1.406], [3.623, -0.393, 1.962], [-1.893, 0.940, -2.802], [-0.932, -5.170, 3.734], [-2.888, -3.458, 1.557], [-1.945, -2.551, 1.084], [1.784, -4.934, -1.087], [-0.912, 1.347, -3.003], [0.744, -3.556, 2.916], [-2.521, -4.382, 2.522], [1.556, 2.282, -2.667], [2.296, 3.123, 4.062], [-0.471, -4.180, -1.142], [1.555, -1.061, -2.146], [-4.223, 3.991, -0.336], [-4.241, 0.795, -3.224], [0.300, -1.123, 3.778], [-4.344, -0.122, -2.213]], "forces_ev_per_angstrom": [[-0.020, -0.026, 0.017], [-0.229, 0.285, -0.260], [-0.133, -0.053, 0.018], [-0.005, -0.008, -0.050], [0.781, 0.966, -0.158], [-0.099, -0.068, -0.106], [-0.167, -0.092, -0.119], [-0.109, 0.124, -0.144], [-0.081, -0.117, -0.105], [-0.064, -0.061, -0.072], [0.012, 0.008, 0.016], [0.008, -0.164, 0.146], [0.020, 0.023, 0.022], [-0.035, 0.069, -0.014], [0.073, 0.065, -0.182], [0.018, 0.007, -0.065], [-0.338, -0.359, 0.327], [0.020, 0.007, 0.061], [-0.001, -0.010, 0.073], [-0.036, -0.025, -0.024], [-0.037, -0.076, -0.107], [0.035, -0.108, 0.041], [-0.059, -0.083, -0.008], [-0.179, -0.123, -0.236], [-0.013, 0.015, -0.021], [0.011, 0.004, 0.006], [-0.005, 0.022, -0.003], [0.277, 0.309, -0.266], [-0.010, -0.033, -0.010], [-0.009, 0.013, -0.001], [0.108, 0.047, 0.058], [-0.008, 0.012, 0.006], [-0.010, -0.021, -0.012], [0.036, -0.025, -0.073], [-0.243, -0.230, 0.014], [-0.027, 0.044, 0.100], [0.052, 0.177, -0.075], [0.009, 0.002, 0.029], [-0.353, -0.290, -0.023], [0.060, -0.032, 0.051], [-0.008, -0.036, 0.019], [-0.018, -0.269, -0.019], [-0.063, -0.027, -0.012], [-0.100, -0.171, -0.188], [0.138, -0.141, 0.041], [-0.091, -0.711, 0.625], [-0.019, -0.024, 0.052], [-0.078, 0.352, -0.290], [-0.026, -0.012, -0.010], [0.255, 0.032, 0.008], [0.471, 0.125, 0.296], [0.010, 0.144, 0.200], [-0.008, -0.002, -0.009], [0.080, 0.261, -0.304], [0.079, 0.162, 0.242], [0.091, -0.021, 0.066], [0.150, 0.134, -0.076], [0.001, -0.011, -0.026], [-0.067, 0.091, -0.136], [0.144, -0.192, 0.304], [0.035, 0.039, -0.005], [-0.220, -0.076, 0.053], [0.015, 0.032, 0.061], [0.079, -0.008, 0.001], [-0.007, 0.007, -0.003], [-0.002, 0.058, 0.004], [0.077, -0.084, -0.057], [-0.346, 0.229, 0.240], [0.010, 0.022, -0.049], [0.148, 0.050, -0.019], [-0.009, -0.052, 0.029], [0.029, -0.092, 0.110]], "lowdin_charge": [0.1100, -0.0194, -0.0466, 0.1132, 1.3742, -0.1305, -0.0347, -0.4082, -0.7846, -0.4918, 0.1027, -0.3999, 0.1102, -0.1793, 1.0467, 0.1069, 0.1029, 0.0430, -0.5126, -0.0831, -0.1775, -0.1736, -0.0937, -0.0261, 0.0794, 0.1084, 0.1045, -0.3371, 0.0607, 0.1014, -0.0810, 0.1052, 0.1008, -0.1004, -0.2212, 0.1124, -0.0202, 0.1027, -0.0682, 0.1204, 0.0612, -0.0293, -0.0682, 1.0595, 1.0350, -0.3455, -0.0811, -0.5853, 0.1067, 0.0586, -0.2790, -0.4117, 0.1120, -0.1853, -0.4510, -0.0696, -0.1271, 0.1032, -0.0214, -0.2366, -0.0693, 0.0847, 0.1196, -0.0758, -0.1663, 0.0992, -0.1471, 0.6755, 0.0641, -0.0585, 0.1210, -0.0082], "energy_ev": -92392.27444, "s2": 6.04, "de_lowest_ev": 0.0000, "spin_multiplicity": 5, "e_lumo_ev": [0.6, -2.2], "charge": 0, "homo_energy_ev": [-6.5, -7.7]}



# 2
{"formula": "C35H27As2N2O2S5Tc", "method": "ωB97M-V/def2-TZVPD", "species": ["C", "H", "C", "C", "H", "C", "O", "C", "H", "H", "H", "H", "C", "H", "H", "C", "H", "H", "C", "H", "C", "C", "C", "H", "C", "N", "H", "C", "As", "Tc", "C", "C", "C", "O", "C", "C", "C", "As", "S", "C", "S", "H", "C", "C", "H", "C", "H", "C", "H", "C", "H", "C", "H", "C", "H", "N", "C", "C", "C", "H", "C", "C", "S", "C", "H", "H", "H", "C", "S", "H", "S", "H", "C", "H"], "coordinates": [[2.293, 3.609, 0.675], [-2.254, -0.953, 4.598], [-4.000, -0.526, 0.039], [-4.988, -0.837, 0.903], [-1.152, 2.256, 1.430], [-4.303, -1.380, 5.019], [-1.777, -0.131, -0.412], [-1.675, 5.671, -0.312], [-4.125, -1.525, 6.076], [-6.811, -1.475, 2.749], [3.484, 2.944, -2.125], [1.389, 3.911, 1.188], [3.536, 3.991, 1.202], [4.427, 0.700, -2.062], [-1.811, 1.788, -2.636], [-1.350, 2.087, -4.703], [-2.599, 3.963, 2.472], [-1.835, 6.624, -0.800], [-5.597, -1.534, 4.508], [-4.180, -0.395, -1.018], [3.506, 2.466, -1.127], [0.965, 0.445, 2.666], [2.210, 0.548, 2.069], [-2.929, 6.145, 1.360], [-0.863, 4.720, -0.910], [-1.205, -0.251, 2.496], [2.245, 2.924, -3.577], [-1.041, 2.056, -3.352], [-1.460, -3.104, -2.508], [0.158, -0.078, -0.114], [4.756, 2.942, -0.526], [3.544, 0.939, -1.461], [3.338, 0.905, 2.781], [2.229, 0.295, 0.675], [-2.656, -0.386, 0.501], [3.207, 1.176, 4.138], [4.775, 3.687, 0.606], [0.469, 2.178, -1.032], [-0.495, -4.552, -3.455], [0.917, 2.707, -5.217], [0.511, -1.059, -2.430], [1.680, 2.961, -5.941], [-0.372, 2.412, -5.635], [2.247, 2.854, -0.462], [5.682, 2.686, -1.033], [-2.367, -0.509, 1.902], [-0.401, 4.927, -1.868], [0.845, 0.730, 4.017], [1.867, 1.306, 5.806], [0.253, 2.361, -2.933], [-0.617, 2.435, -6.689], [-3.463, -0.862, 2.822], [-0.128, 0.659, 4.481], [-3.251, -1.051, 4.192], [4.084, 1.444, 4.712], [-0.139, 0.061, 1.819], [1.232, 2.681, -3.863], [-0.674, 3.498, -0.270], [-4.757, -1.021, 2.310], [4.307, 0.949, 2.303], [-2.292, 5.398, 0.904], [-1.293, 3.214, 0.944], [-0.534, -3.187, -0.180], [1.965, 1.094, 4.750], [-2.356, 1.855, -5.026], [-6.416, -1.795, 5.166], [2.674, 0.662, -2.059], [-2.106, 4.174, 1.532], [1.106, -2.115, -0.789], [3.540, 4.568, 2.123], [3.689, -0.133, -0.050], [-6.000, -0.961, 0.534], [-5.818, -1.358, 3.165], [5.697, 4.041, 1.044]], "forces_ev_per_angstrom": [[0.215, 0.072, -0.004], [-0.019, -0.001, -0.006], [0.068, -0.025, 0.149], [-0.144, -0.032, 0.115], [0.004, 0.034, -0.027], [-0.043, -0.009, 0.028], [-0.121, 0.186, 0.037], [-0.003, -0.002, -0.009], [0.000, -0.004, -0.014], [0.015, -0.004, 0.008], [-0.003, 0.044, -0.015], [-0.013, 0.000, 0.001], [-0.047, 0.132, 0.216], [0.009, 0.032, 0.021], [0.016, -0.002, 0.053], [0.014, 0.012, 0.007], [0.004, 0.007, -0.008], [-0.002, -0.005, 0.012], [0.053, 0.004, 0.019], [0.022, 0.000, -0.005], [-0.088, -0.372, -0.097], [-0.382, -0.084, -0.363], [0.238, 0.039, -0.316], [0.006, -0.007, -0.008], [-0.122, 0.053, 0.124], [0.264, 0.139, -0.437], [0.018, 0.031, 0.050], [0.001, -0.018, -0.154], [-0.209, 0.193, 0.146], [0.350, -0.946, -0.180], [0.218, 0.053, 0.077], [0.078, 0.198, -0.193], [0.005, 0.012, 0.078], [-0.097, -0.002, 0.392], [0.024, 0.104, -0.250], [0.018, -0.004, -0.038], [-0.181, -0.043, -0.102], [0.256, -0.346, -0.014], [0.111, -0.192, -0.114], [-0.025, -0.009, 0.049], [-0.064, 0.224, 0.087], [-0.015, -0.004, 0.013], [-0.015, -0.004, 0.010], [-0.201, -0.006, -0.078], [-0.036, -0.030, 0.005], [-0.314, -0.131, 0.267], [0.024, -0.024, -0.010], [0.002, 0.046, 0.170], [-0.010, -0.005, -0.014], [0.026, 0.019, 0.014], [0.009, -0.003, 0.014], [0.288, 0.067, -0.204], [0.013, -0.001, -0.004], [0.031, -0.015, 0.052], [-0.020, -0.005, 0.007], [-0.080, 0.208, 0.899], [-0.051, 0.025, -0.109], [-0.066, -0.001, 0.049], [-0.183, -0.003, -0.204], [-0.018, -0.016, 0.000], [-0.004, 0.019, -0.007], [-0.102, 0.176, 0.012], [0.063, 0.219, 0.066], [-0.049, -0.010, -0.012], [0.022, 0.010, -0.008], [0.025, 0.004, 0.005], [-0.049, 0.021, 0.007], [0.026, -0.022, -0.031], [0.157, 0.129, -0.166], [-0.009, -0.021, -0.033], [0.116, -0.110, -0.031], [0.009, -0.004, 0.028], [-0.020, 0.014, -0.019], [-0.012, -0.002, -0.003]], "lowdin_charge": [-0.0395, 0.1034, 0.0028, 0.0249, 0.0744, -0.0462, -0.2838, -0.0484, 0.1148, 0.1227, 0.1705, 0.1183, 0.0750, 0.1130, 0.1059, -0.0464, 0.1169, 0.1184, -0.0490, 0.1241, -0.3335, -0.1760, -0.2664, 0.1190, -0.0831, 0.1081, 0.0833, -0.1240, 0.3539, 0.7882, 0.0404, -0.3910, -0.0470, -0.6355, -0.3146, -0.0498, -0.0017, 1.3066, 0.0448, -0.0518, 0.0615, 0.1178, -0.0452, -0.2022, 0.1509, -0.1335, 0.1120, 0.0084, 0.1199, -0.4033, 0.1199, -0.0967, 0.1132, -0.0180, 0.1194, -0.1534, -0.0925, -0.3995, -0.1636, 0.0918, -0.0456, -0.1093, 0.0464, -0.0452, 0.1190, 0.1163, 0.0237, -0.0504, -0.0440, 0.1435, 1.0439, 0.1310, -0.0126, 0.1354], "energy_ev": -221844.67913, "de_lowest_ev": 1.9547, "e_lumo_ev": -8.1, "charge": 2, "homo_energy_ev": -12.7}



# 3
{"formula": "C35H27BrF3FeN6O6S2", "method": "ωB97M-V/def2-TZVPD", "species": ["H", "H", "N", "C", "C", "C", "C", "C", "Fe", "C", "C", "H", "C", "O", "C", "C", "H", "F", "H", "H", "H", "C", "O", "H", "C", "F", "H", "H", "C", "H", "C", "O", "S", "N", "C", "O", "H", "H", "N", "O", "C", "H", "H", "H", "F", "H", "H", "H", "N", "C", "Br", "H", "C", "C", "C", "H", "C", "C", "O", "C", "C", "H", "C", "C", "H", "C", "N", "C", "C", "S", "C", "N", "H", "C", "C", "C", "H", "C", "C", "H", "H"], "coordinates": [[-2.988, -2.203, 6.741], [4.153, 6.421, 0.947], [0.252, -1.894, 0.402], [-2.806, -0.554, 2.217], [0.922, -3.816, 2.004], [2.198, 6.706, -1.793], [-0.260, -4.083, -3.667], [-1.871, -2.901, -1.762], [-0.212, -0.856, -0.977], [-0.803, 1.451, -4.620], [1.961, 0.848, -0.387], [5.647, 0.762, -1.612], [-3.686, -1.303, 4.324], [-4.470, -0.174, 0.256], [0.542, -2.745, 1.102], [2.403, -0.182, -1.261], [1.150, -2.592, -3.061], [-1.732, 0.619, -5.107], [-0.385, -0.654, 4.572], [0.550, -2.777, 3.867], [3.042, 3.432, 1.522], [3.752, -0.228, -1.640], [-0.749, 0.010, -2.575], [-1.244, -2.065, 6.482], [-1.531, -4.628, -3.447], [0.398, 1.012, -5.035], [2.554, 7.993, -0.117], [0.067, -4.484, 2.119], [0.172, -3.017, -2.920], [1.715, -4.106, 3.994], [0.204, 1.767, 0.742], [1.540, -1.064, -1.651], [-3.067, -0.009, 0.519], [0.636, 0.798, -0.053], [3.355, 4.619, -1.829], [-2.127, 2.039, -2.437], [0.397, -4.500, -4.420], [0.613, 3.410, 2.041], [5.035, 2.891, -0.344], [-2.602, 1.347, 0.475], [-2.201, -1.556, 6.356], [-4.515, -2.331, 0.270], [-4.532, -1.624, 4.921], [-0.708, -0.147, 2.180], [-1.005, 2.655, -5.173], [4.073, -1.039, -2.280], [1.728, -4.378, 1.528], [-4.030, -5.369, -2.688], [-0.601, -2.433, -1.960], [-3.644, -4.511, -2.149], [1.044, 7.954, -2.634], [-2.175, -0.652, 6.969], [-2.430, -1.211, 4.909], [-3.878, -0.963, 2.991], [-1.365, -0.774, 4.121], [-1.895, -5.472, -4.019], [4.200, 1.861, -0.479], [-1.542, -0.465, 2.785], [0.323, 2.227, -2.409], [-2.363, -4.036, -2.463], [3.989, 4.944, -0.608], [-0.858, 1.819, 0.896], [2.462, 5.492, -2.411], [-2.662, -2.202, -0.834], [3.561, 3.670, -2.304], [2.379, 2.730, 1.041], [4.813, 4.093, 0.068], [2.857, 1.830, 0.083], [-4.376, -3.897, -1.151], [-0.854, 1.477, -2.753], [1.040, 2.701, 1.346], [-2.097, -0.982, -0.362], [1.963, 5.225, -3.332], [-3.900, -2.778, -0.486], [4.625, 0.764, -1.259], [2.799, 7.051, -0.587], [-4.860, -1.002, 2.539], [1.375, -3.282, 3.369], [3.694, 6.182, -0.004], [-5.352, -4.287, -0.885], [2.192, -2.572, 3.247]], "forces_ev_per_angstrom": [[-0.009, 0.008, 0.010], [0.061, -0.024, -0.021], [0.748, -1.753, 1.709], [-0.145, 0.132, -0.142], [0.134, -0.154, 0.349], [0.034, 0.066, -0.080], [-0.096, 0.074, 0.175], [-0.333, 0.058, 0.171], [-0.850, 1.316, -1.571], [0.064, -0.375, 0.110], [0.145, 0.102, 0.219], [0.006, 0.050, 0.003], [0.078, 0.018, 0.070], [0.107, -0.228, -0.026], [-0.074, 0.126, 0.027], [0.258, -0.174, -0.112], [-0.019, -0.005, -0.048], [0.038, 0.129, 0.028], [0.021, -0.060, -0.019], [0.002, 0.000, 0.027], [0.072, 0.107, -0.074], [-0.176, -0.057, 0.028], [0.119, 0.302, 0.193], [-0.010, -0.015, 0.043], [0.053, -0.091, -0.096], [-0.096, 0.077, 0.011], [0.044, 0.008, 0.003], [-0.005, 0.005, -0.106], [0.280, -0.024, -0.242], [-0.008, -0.010, -0.013], [-0.245, -0.327, -0.202], [0.228, 0.168, 0.166], [0.190, -0.342, -0.063], [0.526, 0.714, 0.360], [0.174, -0.089, 0.230], [-0.084, -0.071, 0.226], [0.051, 0.042, 0.010], [-0.032, -0.007, -0.009], [0.212, -0.042, -0.964], [0.451, 0.035, 0.038], [-0.007, 0.067, -0.042], [-0.116, 0.053, 0.029], [-0.001, -0.037, -0.008], [0.117, 0.078, -0.012], [0.017, 0.007, 0.266], [-0.001, -0.001, -0.011], [-0.068, -0.009, -0.075], [-0.033, -0.002, 0.009], [-0.292, -0.531, -0.093], [0.096, 0.090, 0.047], [-0.041, -0.057, 0.046], [-0.014, -0.017, 0.032], [0.013, -0.046, -0.049], [-0.108, -0.008, -0.158], [0.030, 0.007, -0.001], [-0.006, 0.003, 0.008], [-0.080, 0.138, 0.455], [-0.109, -0.006, 0.023], [0.176, -0.032, 0.218], [-0.037, -0.025, 0.082], [-0.331, 0.077, -0.673], [-0.114, -0.116, 0.107], [-0.061, 0.124, -0.001], [-0.470, -0.912, -0.216], [-0.017, -0.012, 0.009], [-0.318, -0.006, -0.008], [-0.027, -0.138, 1.313], [-0.011, -0.123, -0.305], [-0.038, -0.186, 0.009], [-0.225, 1.013, -1.834], [0.425, 0.188, 0.073], [-0.567, 0.432, 0.302], [-0.001, 0.016, -0.002], [0.312, 0.284, 0.117], [-0.003, 0.052, 0.004], [-0.057, 0.046, -0.108], [0.009, -0.019, 0.016], [-0.031, 0.069, -0.100], [0.056, -0.160, 0.039], [0.001, 0.022, 0.032], [0.020, -0.014, 0.040]], "lowdin_charge": [0.0731, 0.1072, 0.1676, -0.2403, -0.1741, -0.6919, -0.1160, -0.1625, 0.6047, -0.6423, -0.1391, 0.1092, -0.0383, -0.2926, -0.0315, -0.3070, 0.0906, 0.1270, 0.1105, 0.0533, 0.1104, 0.0064, -0.3294, 0.0712, -0.0785, 0.1139, 0.0947, 0.1295, -0.1367, 0.0762, -0.0938, -0.1128, 0.6276, 0.0776, -0.0020, -0.2478, 0.0857, 0.1110, 0.0643, -0.3066, -0.0558, 0.0731, 0.1098, 0.0828, 0.1214, 0.1171, 0.1260, 0.0957, -0.0351, -0.0748, 0.7123, 0.0815, -0.2813, -0.0462, -0.0588, 0.0852, -0.2512, -0.0633, -0.2677, -0.1829, -0.3006, 0.0773, -0.1148, -0.2271, 0.1148, 0.0114, 0.0384, -0.0703, -0.1206, 0.5465, -0.0135, -0.1584, 0.1072, -0.0611, -0.0192, -0.1418, 0.1113, -0.0778, -0.0327, 0.0902, 0.0845], "energy_ev": -192211.56328, "s2": 6.12, "de_lowest_ev": 3.3761, "spin_multiplicity": 5, "e_lumo_ev": [1.9, 0.9], "charge": -1, "homo_energy_ev": [-2.0, -4.5]}